[1]
C4H4F2 | ωB97M-V/def2-TZVPD

```
! wB97M-V def2-TZVPD RIJCOSX def2/J DEFGRID3
* xyz 0 1
F 1.74866 -0.40708 0.96578
F 1.82451 0.69905 -1.03468
C 1.10329 -0.02082 -0.10375
C -1.03783 1.03166 0.71475
C -0.31394 0.21803 -0.05485
C -0.30647 -1.05001 -0.76935
H -0.54415 -1.89681 -0.10707
H -2.14521 0.92420 0.91360
H 0.11535 -1.21170 -1.74877
H -0.44421 1.71348 1.22436
*
```

Results
**Lowest unoccupied orbital energy**: 0.855 eV
**Structure (SMILES)**: C=C1CC1(F)F

---

[2]
C4H4F2 | ωB97M-V/def2-TZVPD

```
! wB97M-V def2-TZVPD RIJCOSX def2/J DEFGRID3
* xyz 0 1
F 2.15495 1.37381 -0.15753
F 1.95616 -1.06504 -0.23242
C 0.02957 -0.16859 1.22534
C -1.26646 0.12853 -1.21669
C 0.99993 -0.25337 0.18957
C -0.30385 -0.04246 -0.30311
H -0.92026 0.17818 -2.23733
H -2.21358 -0.13921 -0.85631
H 0.06824 0.82377 1.67288
H -0.50471 -0.83561 1.91561
*
```

Results
**Lowest unoccupied orbital energy (alpha / beta)**: -1.342 / -1.342 eV

---

[3]
C4H4F2N2 | ωB97M-V/def2-TZVPD

```
! wB97M-V def2-TZVPD RIJCOSX def2/J DEFGRID3
* xyz 0 1
F 1.53257 0.29704 1.99777
F 0.39903 -1.53201 2.12231
N 0.20037 -0.80798 -1.13960
N -0.45481 0.89133 0.23095
C -1.14023 0.97494 -0.97713
C -0.65713 -0.04851 -1.78585
C 0.30610 -0.22329 0.11472
C 1.13123 -0.78511 1.26162
H -1.89598 1.83119 -1.28233
H 1.95726 -1.48097 1.14300
H -0.50022 1.26974 1.11779
H -0.87820 -0.38637 -2.80325
*
```

Results
**Lowest unoccupied orbital energy**: 0.914 eV
**Structure (SMILES)**: FC(F)c1ncc[nH]1

---

[4]
C4H4F2S | ωB97M-V/def2-TZVPD

```
! wB97M-V def2-TZVPD RIJCOSX def2/J DEFGRID3
* xyz 0 1
S 2.19674 -0.72601 1.36701
F 1.15605 -0.66400 -1.77866
F 0.97991 1.43043 -1.12942
C 0.94771 -0.19388 0.60100
C -0.90502 -0.00506 -0.51319
C 0.58052 0.12909 -0.85096
C -0.55441 0.00679 0.95614
H -0.61681 0.93193 1.55208
H -1.54511 0.77908 -0.87295
H -0.98081 -0.74752 1.58879
H -1.25878 -0.94086 -0.91984
*
```

Results
**Lowest unoccupied orbital energy**: -0.567 eV
**Structure (SMILES)**: FC1(F)CCC1=S